Entry 1:
ORCA calculation (the ωB97M-V functional and the def2-TZVPD basis) on a cluster of 2 separate species, C3H13N2O in total.

Structure (XYZ):
```
19
Properties=species:S:1:pos:R:3:forces:R:3:nbo_charge:R:1
N -1.16660 -1.16277 0.16559 -0.348 -0.553 -0.394 -0.7032
C 0.20958 -1.64843 0.49229 0.599 0.660 -0.013 -0.2368
C 1.29700 -0.91789 -0.34278 -1.092 0.324 0.081 -0.2371
N 0.86197 0.44727 -0.66800 0.432 -0.117 0.206 -0.6535
C 1.37161 1.43144 0.30262 -0.009 0.135 -0.123 -0.4256
H -1.17961 -0.15202 -0.10223 0.103 0.102 0.110 0.4988
H -1.58079 -1.70677 -0.59894 0.297 0.289 -0.092 0.4296
H -1.80687 -1.32519 0.93877 0.061 0.245 0.257 0.4331
H 0.39656 -1.43634 1.54039 -0.276 -0.169 0.133 0.2235
H 0.23691 -2.70805 0.29600 0.063 -0.327 0.227 0.2299
H 2.19860 -0.90396 0.26548 0.282 -0.302 -0.168 0.2112
H 1.43262 -1.47308 -1.26065 0.321 -0.059 -0.208 0.2142
H 1.26547 0.67948 -1.56396 -0.192 0.044 -0.201 0.3809
H 1.24598 1.05754 1.30736 -0.146 -0.133 0.356 0.1928
H 0.83342 2.37252 0.24023 -0.147 0.018 -0.101 0.2114
H 2.43046 1.65413 0.17114 0.140 -0.106 -0.056 0.1991
H -2.96185 1.58519 0.06303 0.063 0.174 0.014 0.4932
H -1.72511 2.19432 -0.62657 -0.089 -0.233 0.246 0.5004
O -1.99825 1.53584 0.03194 -0.065 0.006 -0.272 -0.9619
```
Forces are in eV/Å.

Output
maximum force: 1.14 eV/Å
energy relative to the best compared isomer or geometry (same formula, charge and spin): 16.0 kcal per mole
total charge: +1

---

Entry 2:
ORCA calculation (the ωB97M-V functional and the def2-TZVPD basis) on a structure of composition C23H29GaIN4O8.

Structure (XYZ):
```
66
Properties=species:S:1:pos:R:3:forces:R:3:nbo_charge:R:1
C 5.72755 -4.24201 2.23540 0.142 -0.124 -0.153 -0.6325
C 6.18163 -2.88400 1.76503 -0.453 -0.036 -0.165 0.0965
O 6.51360 -3.00416 0.37862 0.485 0.332 -0.108 -0.7220
C 5.06911 -1.84562 1.92694 0.528 -0.351 -0.458 -0.2387
N 3.89550 -2.22382 1.14953 -0.414 0.583 0.414 -0.6174
C 2.64364 -1.74938 1.78456 0.760 -0.418 -0.071 -0.2456
C 2.02580 -2.74704 2.77567 -0.244 0.658 -0.098 -0.0600
O 0.66981 -2.93647 2.48649 0.043 -0.666 -0.139 -0.9315
Ga 0.10114 -4.35659 1.38318 -1.020 0.184 -0.051 0.9463
I 1.96851 -5.42718 -0.09777 0.127 0.028 0.095 -0.5134
H 6.55838 -4.92917 2.36144 0.213 -0.064 0.032 0.1961
H 5.05756 -4.66030 1.49463 -0.302 -0.042 -0.045 0.2546
H 5.20307 -4.14350 3.17926 -0.127 -0.088 0.198 0.2030
H 7.07023 -2.57321 2.31851 0.112 0.174 0.178 0.1398
H 6.88848 -2.15482 0.09800 -0.169 -0.328 0.043 0.4540
H 5.48760 -0.88938 1.58825 -0.101 0.294 0.120 0.1620
H 4.82812 -1.74842 2.98204 -0.117 0.005 0.198 0.1859
H 3.95466 -1.71878 0.27662 0.070 -0.300 -0.213 0.3620
H 1.90551 -1.58635 1.00661 -0.138 0.036 -0.135 0.2036
H 2.85401 -0.80636 2.28628 -0.264 0.381 0.057 0.1621
H 2.08180 -2.29885 3.77256 0.124 -0.130 0.285 0.1378
H 2.62688 -3.65931 2.76999 -0.005 -0.227 -0.047 0.1611
H -0.66746 -5.50879 2.19096 0.382 0.033 0.117 -0.3373
H -0.95655 -3.68244 0.36581 0.198 0.088 -0.002 -0.3620
C -0.20964 1.86713 -3.14141 2.144 -1.040 3.031 -0.1828
C 1.01923 1.24134 -3.30618 -0.128 0.115 0.438 -0.2114
C 1.85140 1.04027 -2.21643 0.196 -0.145 -0.213 -0.2016
C 1.43412 1.47005 -0.97050 -0.028 -0.045 -0.057 0.0610
C 0.21583 2.09834 -0.78664 -0.328 0.129 0.206 -0.1931
C -0.60762 2.29781 -1.88310 0.551 -0.354 0.312 -0.2384
N 2.29651 1.23293 0.19757 -0.040 -0.099 -0.032 0.5260
O 3.37076 0.68787 0.01216 -0.071 0.196 0.003 -0.3973
O 1.87978 1.58345 1.28309 0.136 0.064 -0.004 -0.3773
H -0.86193 2.01541 -3.99272 4.234 -3.459 4.149 0.2155
H 1.32763 0.90236 -4.28521 0.041 -0.019 -0.082 0.2088
H 2.80449 0.54848 -2.33847 0.043 -0.025 0.147 0.2417
H -0.09221 2.42305 0.19564 0.111 -0.054 0.099 0.2400
H -1.56501 2.78446 -1.75567 -0.053 0.046 0.142 0.2001
C -1.93889 -0.52287 3.56626 -0.077 0.050 0.077 -0.1673
C -2.85874 0.40028 4.05344 0.071 -0.077 -0.098 -0.2197
C -3.81006 0.94916 3.20869 -0.040 0.129 0.173 -0.2273
C -3.82500 0.55321 1.88256 0.087 -0.089 0.126 0.0648
C -2.92782 -0.37579 1.38674 0.111 -0.033 -0.173 -0.2093
C -1.97476 -0.91008 2.23468 0.075 -0.072 0.050 -0.1857
N -4.79446 1.14957 0.95924 0.207 0.160 -0.034 0.5228
O -5.55606 2.00188 1.38566 -0.007 -0.156 -0.064 -0.4022
O -4.75082 0.78362 -0.19996 -0.279 0.119 -0.058 -0.3898
H -1.19164 -0.94911 4.22239 0.037 -0.027 -0.042 0.2330
H -2.82912 0.69968 5.09243 -0.018 0.015 0.011 0.2116
H -4.51502 1.67962 3.57585 -0.068 0.006 -0.098 0.2355
H -2.95157 -0.66910 0.34821 -0.074 0.024 -0.010 0.2508
H -1.25815 -1.62706 1.86124 0.114 -0.088 0.019 0.2779
C -5.76690 3.45491 -3.25291 -0.005 -0.040 -0.009 -0.1656
C -5.32876 2.31734 -3.91610 0.001 0.099 0.042 -0.1957
C -4.00814 2.21428 -4.32106 -0.036 -0.217 -0.046 -0.2082
C -3.14310 3.25777 -4.04569 0.118 -0.172 0.127 0.0992
C -3.56389 4.40257 -3.39392 -0.007 0.254 0.123 -0.2154
C -4.88732 4.49800 -2.99814 0.015 -0.082 -0.037 -0.2037
N -1.73168 3.14072 -4.43978 -3.804 4.867 -2.399 0.4984
O -1.38753 2.13444 -5.02782 -3.019 1.073 -5.446 -0.3506
O -0.98206 4.05516 -4.14285 -0.244 -1.018 -0.415 -0.3168
H -6.79506 3.52453 -2.92469 -0.003 -0.005 0.005 0.2227
H -6.01380 1.50363 -4.10625 0.017 -0.028 -0.005 0.2267
H -3.65928 1.32869 -4.82998 0.084 0.007 0.003 0.2486
H -2.87247 5.20586 -3.18988 0.091 -0.045 -0.026 0.2472
H -5.22983 5.38213 -2.47912 0.019 0.014 0.007 0.2229
```
Forces are in eV/Å.

Output
maximum force: 6.86 eV/Å
calculated total energy: -107129.5527 eV
total charge: -1

---

Entry 3:
ORCA calculation (the ωB97M-V functional and the def2-TZVPD basis) on a cluster of 2 separate species, C23H42N2O2S in total.

Structure (XYZ):
```
70
Properties=species:S:1:pos:R:3:forces:R:3:nbo_charge:R:1
C 2.74346 0.85520 3.06167 -0.188 0.248 -0.369 -0.6307
C 3.44292 2.09921 2.52244 0.216 -0.671 0.226 -0.5262
S 2.53763 2.77786 1.11302 0.036 0.383 -0.024 0.2097
C 3.14056 1.66503 -0.19605 -0.514 0.204 0.334 -0.6155
C 2.07102 1.46421 -1.23160 -0.035 -0.056 -0.019 0.3040
N 1.12011 2.37558 -1.25950 0.111 -0.085 0.071 -0.1882
N 0.14680 2.23656 -2.12485 -0.275 0.256 -0.595 -0.0689
C -0.92820 3.23774 -1.99800 -0.076 0.168 0.796 -0.2139
C -1.71595 2.95557 -0.70000 -0.114 -0.625 -0.445 -0.3995
C -3.20120 2.65932 -0.94602 -0.014 0.894 0.576 -0.2137
C -3.96289 3.98241 -1.23460 0.294 -0.248 -0.345 -0.6189
C -3.76862 1.97930 0.30942 0.035 -0.231 -0.509 -0.3926
C -5.00794 1.08808 0.02198 0.637 0.118 1.082 -0.4436
C -4.83910 -0.37133 0.39869 0.238 -0.018 -0.357 -0.2009
C -4.06376 -1.25615 -0.24570 0.045 -0.096 0.324 0.0324
C -4.43473 -2.71641 -0.28206 0.441 -0.072 0.610 -0.6349
C -2.77086 -0.91003 -0.95714 -0.561 0.033 -0.539 -0.6636
C 0.07023 1.26608 -3.02246 -0.118 -0.090 0.015 0.0729
C 1.05109 0.30277 -3.05237 -0.013 -0.111 0.054 -0.1969
C 2.06864 0.36806 -2.13125 0.534 -0.125 -0.050 0.0867
C 3.13934 -0.67612 -2.10774 0.187 -0.032 -0.014 -0.4638
C 2.82334 -1.83467 -1.12149 -0.160 0.377 0.141 -0.4455
C 1.36084 -2.17981 -0.97234 -0.133 -0.503 0.396 -0.0833
O 0.75165 -2.77355 -2.13149 0.018 0.222 -0.175 -0.7296
H 3.27494 0.40638 3.90002 0.021 0.003 -0.031 0.2209
H 2.65576 0.09964 2.27623 0.005 -0.297 0.291 0.2605
H 1.72537 1.10858 3.36172 0.051 -0.058 0.139 0.2048
H 4.45665 1.84004 2.20691 0.025 0.186 -0.051 0.2076
H 3.53675 2.88410 3.27315 -0.125 0.141 -0.141 0.2233
H 3.37647 0.70613 0.26745 0.165 -0.010 -0.119 0.2670
H 4.01659 2.12357 -0.65887 0.117 -0.287 -0.061 0.2443
H -0.44934 4.21187 -1.93742 0.056 -0.027 -0.288 0.2389
H -1.56126 3.15877 -2.87875 0.069 0.077 -0.044 0.2118
H -1.28394 2.06429 -0.23824 0.150 0.112 0.041 0.2219
H -1.59023 3.76680 0.01594 -0.031 0.020 -0.026 0.2276
H -3.30764 2.01568 -1.82513 0.098 -0.260 0.177 0.1904
H -3.33755 4.83996 -0.97569 -0.143 0.029 0.157 0.2032
H -4.19824 4.08956 -2.29552 -0.144 0.015 0.051 0.2078
H -4.88414 4.03632 -0.65716 -0.067 0.050 -0.124 0.2212
H -3.99604 2.76291 1.03574 -0.036 -0.081 0.054 0.2084
H -2.99628 1.35133 0.75395 -0.033 0.058 0.108 0.2097
H -5.28311 1.14088 -1.03328 -0.046 0.098 0.031 0.2044
H -5.83749 1.46351 0.62223 -0.159 0.041 -0.285 0.2171
H -5.39487 -0.72991 1.26143 -0.729 -0.164 -0.569 0.2017
H -3.70544 -3.36137 0.21894 0.025 0.032 -0.049 0.2193
H -4.45855 -3.03079 -1.32948 -0.089 0.007 0.020 0.2150
H -5.41490 -2.88717 0.15956 0.004 -0.021 -0.034 0.2163
H -2.93700 -0.51304 -1.96785 0.048 0.043 0.019 0.1992
H -2.17067 -1.81436 -1.06615 0.041 0.051 -0.008 0.2393
H -2.19845 -0.18717 -0.37873 0.044 0.021 -0.085 0.2110
H -0.77767 1.25971 -3.69191 -0.033 0.111 0.085 0.2388
H 0.98778 -0.50521 -3.76561 0.001 0.036 -0.039 0.2457
H 3.29602 -1.04474 -3.12518 -0.154 -0.001 -0.001 0.2164
H 4.07953 -0.20867 -1.81012 0.036 -0.067 -0.031 0.2369
H 3.36957 -2.73126 -1.41897 0.134 0.086 0.000 0.2248
H 3.15440 -1.55028 -0.11658 -0.085 -0.245 0.087 0.2829
H 0.76217 -1.31992 -0.64938 0.086 0.064 -0.049 0.1516
H 1.29687 -2.89617 -0.15178 -0.071 0.099 0.038 0.2518
H 1.28467 -2.59343 -2.90991 0.096 -0.109 0.057 0.4461
C 2.14571 -3.63352 4.02490 -0.037 -0.405 0.040 -0.6258
C 2.56621 -3.38911 2.56295 0.357 0.552 0.476 0.1275
C 4.10590 -3.48906 2.49690 0.074 -0.385 -0.050 -0.6281
O 2.14003 -2.17233 2.13640 -0.106 0.089 -0.709 -0.9967
H 2.56906 -2.85747 4.66827 -0.018 0.074 -0.064 0.1855
H 1.05774 -3.60342 4.11237 -0.001 0.090 -0.025 0.1954
H 2.48556 -4.60963 4.39790 -0.006 0.020 -0.003 0.1718
H 2.18154 -4.27017 1.98416 -0.097 0.102 -0.125 0.0681
H 4.55557 -2.71102 3.12018 -0.064 0.074 -0.031 0.1855
H 4.44939 -3.35330 1.46659 -0.021 0.073 0.000 0.1772
H 4.47816 -4.46238 2.84518 0.003 0.021 -0.013 0.1759
```
Forces are in eV/Å.

Output
maximum force: 1.26 eV/Å
calculated total energy: -42437.5826 eV